ORCA calculation (ωB97M-V with the def2-TZVPD basis set) on a single C17H21N3O4S2 molecule.

The geometry in XYZ format:
```
47
Properties=species:S:1:pos:R:3:mulliken_charge:R:1
C -3.97 -3.84 0.88 -1.0994
C -4.99 -2.78 0.46 -0.5982
N -4.35 -1.63 -0.12 -0.0987
C -4.30 -0.45 0.50 0.4633
O -4.85 -0.14 1.53 -0.6702
N -3.53 0.54 -0.17 -0.1323
C -2.70 0.41 -1.24 0.4888
O -2.63 -0.58 -1.94 -0.7410
C -1.91 1.69 -1.55 0.5026
C -0.74 1.39 -2.48 -1.1838
O -1.50 2.34 -0.35 -0.4033
C -0.82 1.61 0.55 0.7612
O -0.57 0.44 0.42 -0.5347
C -0.52 2.44 1.79 -0.8569
C 0.88 2.16 2.33 -0.6406
C 1.96 2.89 1.55 -0.7940
S 1.93 2.48 -0.23 -0.1511
C 2.51 0.85 -0.17 0.4423
N 2.90 0.27 0.90 -0.2275
C 3.31 -1.01 0.65 -0.4114
C 3.79 -1.91 1.60 -0.5976
C 4.16 -3.17 1.19 -0.5594
C 4.07 -3.55 -0.15 -0.4428
C 3.59 -2.68 -1.11 -0.5398
C 3.21 -1.41 -0.70 0.9965
S 2.58 -0.10 -1.66 -0.2301
H -3.28 -3.43 1.61 0.2944
H -4.48 -4.70 1.31 0.3617
H -3.40 -4.17 0.01 0.3269
H -5.69 -3.20 -0.27 0.2947
H -5.55 -2.43 1.33 0.3878
H -3.77 -1.76 -0.95 0.2610
H -3.53 1.43 0.32 0.2578
H -2.59 2.40 -2.02 0.3558
H -0.11 0.62 -2.05 0.0528
H -1.12 1.03 -3.43 0.4548
H -0.15 2.29 -2.64 0.3639
H -0.66 3.49 1.55 0.2439
H -1.26 2.14 2.54 0.3254
H 1.07 1.08 2.29 0.3445
H 0.94 2.48 3.37 0.4049
H 2.95 2.63 1.92 0.4082
H 1.81 3.97 1.58 0.5185
H 3.86 -1.61 2.63 0.4615
H 4.54 -3.88 1.91 0.3729
H 4.37 -4.55 -0.44 0.3755
H 3.52 -2.97 -2.14 0.3909
```

Calculated values
- M: 395.5 g/mol
- Electronic energy: -1922.10553 a.u.
- ΔE to the lowest compared entry with this formula, charge and spin: 4.9 kcal/mol
- Gap between HOMO and LUMO: 8.90 eV
- Largest force on an atom: 1.03 eV/A
- SMILES: CCNC(=O)NC(=O)[C@H](C)OC(=O)CCCSc1nc2ccccc2s1